Arrangement one

An isolated molecule of C15H20N4O3S. Source: OMol25; level of theory: ωB97M-V/def2-TZVPD.

Last columns: bonded neighbours and bond lengths (Å).
Cartesian coordinates (Å):
1 N 1.54252 -4.83758 -4.06502  S2 1.641, H24 1.065, H25 1.000
2 S -0.08521 -4.83460 -3.85394  N1 1.641, O3 1.460, O4 1.493, N5 1.765
3 O 0.01899 -6.19338 -3.33130  S2 1.460
4 O -0.08268 -4.74124 -5.34409  S2 1.493
5 N 0.52585 -3.45620 -2.93589  S2 1.765, C6 1.496, H26 1.007
6 C 0.28518 -2.02178 -3.28645  N5 1.496, C7 1.493, H27 1.105, H28 1.073
7 C 1.38421 -1.18490 -2.72118  C6 1.493, C8 1.439, H29 1.139, H30 1.078
8 C 1.18831 0.23609 -2.60361  C7 1.439, C9 1.486, H31 1.166, H32 1.153
9 C 1.99928 0.70014 -1.44785  C8 1.486, C10 1.522, H33 1.073, H34 1.056
10 C 1.83209 2.20736 -1.32330  C9 1.522, C11 1.509, H35 1.082, H36 1.111
11 C 0.74845 2.66592 -0.37880  C10 1.509, O12 1.259, N13 1.396
12 O -0.27164 3.09905 -0.97545  C11 1.259
13 N 0.81365 2.47779 1.00296  C11 1.396, C14 1.413, H37 1.057
14 C -0.27476 2.52772 1.90286  N13 1.413, C15 1.416, C23 1.388
15 C -1.38784 3.40302 1.88599  C14 1.416, N16 1.345, H38 1.025
16 N -2.39131 3.29723 2.77568  C15 1.345, C17 1.370
17 C -2.41880 2.32543 3.74058  N16 1.370, C18 1.467, C22 1.439
18 C -3.41771 2.20923 4.80836  C17 1.467, C19 1.411, H39 1.062
19 C -3.40550 1.20675 5.80136  C18 1.411, C20 1.374, H40 1.095
20 C -2.39568 0.27568 5.83371  C19 1.374, C21 1.439, H41 1.051
21 C -1.35771 0.42435 4.84814  C20 1.439, C22 1.420, H42 1.088
22 C -1.31141 1.41144 3.82773  C17 1.439, C21 1.420, C23 1.405
23 C -0.21770 1.65383 2.97933  C14 1.388, C22 1.405, H43 1.115
24 H 1.76933 -5.79788 -3.66496  N1 1.065
25 H 1.49373 -4.75560 -5.06044  N1 1.000
26 H 1.52870 -3.54465 -2.90090  N5 1.007
27 H 0.31980 -1.96218 -4.38949  C6 1.105
28 H -0.62045 -1.55626 -2.94695  C6 1.073
29 H 2.36906 -1.39905 -3.25217  C7 1.139
30 H 1.62567 -1.57965 -1.74776  C7 1.078
31 H 1.57340 0.68363 -3.60950  C8 1.166
32 H 0.08362 0.53545 -2.46297  C8 1.153
33 H 3.03991 0.45497 -1.53752  C9 1.073
34 H 1.69135 0.25941 -0.53934  C9 1.056
35 H 2.78662 2.55423 -0.94900  C10 1.082
36 H 1.53361 2.67140 -2.28739  C10 1.111
37 H 1.74319 2.06110 1.28623  N13 1.057
38 H -1.54989 4.08231 1.13623  C15 1.025
39 H -4.18792 2.94028 4.78593  C18 1.062
40 H -4.24242 1.14591 6.50543  C19 1.095
41 H -2.51608 -0.51090 6.52012  C20 1.051
42 H -0.52296 -0.27352 4.84923  C21 1.088
43 H 0.76115 1.13964 3.12540  C23 1.115

The total charge is 0. For the HOMO energy, the calculation gives -8.4549 eV. For the HOMO-LUMO gap, the calculation gives 6.42 eV. As for the spin multiplicity: 1.

Formally, the Mulliken partial charges of the atoms, in units of the elementary charge, are as follows: N -0.73; S 0.89; O -0.59; O -0.60; N -0.40; C -0.36; C -1.04; C -0.30; C -0.78; C -0.99; C 0.45; O -0.63; N -0.18; C 0.46; C -0.46; N -0.64; C 0.03; C -0.57; C -0.31; C -0.71; C -0.49; C 0.79; C -0.48; H 0.31; H 0.31; H 0.52; H 0.26; H 0.44; H 0.30; H 0.55; H 0.21; H 0.24; H 0.50; H 0.55; H 0.42; H 0.30; H 0.31; H 0.59; H 0.44; H 0.34; H 0.43; H 0.31; H 0.29



Arrangement two

An isolated molecule of C15H20N4O3S. Source: OMol25; level of theory: ωB97M-V/def2-TZVPD.

Last columns: bonded neighbours and bond lengths (Å).
Cartesian coordinates (Å):
1 O 2.35015 -1.54979 3.15751  C2 1.210
2 C 2.06981 -1.26367 2.01561  O1 1.210, N3 1.397, N17 1.350
3 N 2.31809 0.03232 1.55745  C2 1.397, N4 1.388, H24 1.015
4 N 1.81643 0.53378 0.36442  N3 1.388, C5 1.351, H25 1.015
5 C 0.50092 0.69811 0.10422  N4 1.351, O6 1.210, C7 1.538
6 O -0.39849 0.35651 0.83806  C5 1.210
7 C 0.23738 1.32179 -1.27715  C5 1.538, C8 1.532, O16 1.437, H26 1.096
8 C -0.91001 2.33515 -1.21397  C7 1.532, C9 1.513, H27 1.091, H28 1.091
9 C -0.13712 3.60970 -1.47602  C8 1.513, C10 1.427, N15 1.277
10 C -0.72105 4.91100 -1.43707  C9 1.427, C11 1.373, S14 1.736
11 C -2.02555 5.23278 -1.15289  C10 1.373, C12 1.405, H29 1.075
12 C -2.26727 6.61583 -1.20345  C11 1.405, C13 1.362, H30 1.075
13 C -1.15168 7.32817 -1.52293  C12 1.362, S14 1.715, H31 1.072
14 S 0.22086 6.33014 -1.77052  C10 1.736, C13 1.715
15 N 1.09266 3.40138 -1.75062  C9 1.277, O16 1.369
16 O 1.38300 2.06375 -1.72707  C7 1.437, N15 1.369
17 N 1.62758 -2.12908 1.07903  C2 1.350, C18 1.451, H32 1.006
18 C 1.20612 -3.47058 1.43814  N17 1.451, C19 1.534, C23 1.529, H33 1.096
19 C -0.17310 -3.47087 2.10926  C18 1.534, C20 1.525, H34 1.091, H35 1.092
20 C -1.27231 -3.06854 1.13118  C19 1.525, C21 1.526, H36 1.092, H37 1.092
21 C -1.27162 -3.99895 -0.07831  C20 1.526, C22 1.526, H38 1.092, H39 1.093
22 C 0.08468 -3.97602 -0.77704  C21 1.526, C23 1.528, H40 1.092, H41 1.093
23 C 1.20298 -4.35683 0.19280  C18 1.529, C22 1.528, H42 1.091, H43 1.092
24 H 2.42510 0.70124 2.31276  N3 1.015
25 H 2.49284 0.90365 -0.29627  N4 1.015
26 H 0.06168 0.51092 -1.99255  C7 1.096
27 H -1.66900 2.17503 -1.98045  C8 1.091
28 H -1.38972 2.32590 -0.23424  C8 1.091
29 H -2.77788 4.50217 -0.91619  C11 1.075
30 H -3.22606 7.06203 -1.01067  C12 1.075
31 H -1.05648 8.39075 -1.62749  C13 1.072
32 H 1.25623 -1.76163 0.21918  N17 1.006
33 H 1.94745 -3.83472 2.15826  C18 1.096
34 H -0.14969 -2.78327 2.95542  C19 1.091
35 H -0.37086 -4.47402 2.49215  C19 1.092
36 H -2.24029 -3.11708 1.63321  C20 1.092
37 H -1.12299 -2.03426 0.81421  C20 1.092
38 H -2.05468 -3.70271 -0.77962  C21 1.092
39 H -1.48679 -5.01794 0.25218  C21 1.093
40 H 0.08318 -4.67456 -1.61676  C22 1.092
41 H 0.26285 -2.97856 -1.18804  C22 1.093
42 H 1.06068 -5.39112 0.51018  C23 1.091
43 H 2.17195 -4.28792 -0.30592  C23 1.092

The total charge is 0. For the HOMO energy, the calculation gives -8.7360 eV. For the HOMO-LUMO gap, the calculation gives 8.87 eV. As for the spin multiplicity: 1.

Formally, the Mulliken partial charges of the atoms, in units of the elementary charge, are as follows: O -0.67; C 0.48; N -0.39; N 0.02; C 0.24; O -0.67; C 0.26; C -0.85; C 0.51; C 0.35; C -0.45; C -0.55; C -0.38; S -0.11; N -0.58; O -0.35; N 0.00; C -0.25; C -0.95; C -0.13; C -0.77; C -0.48; C -1.06; H 0.30; H 0.25; H 0.33; H 0.46; H 0.38; H 0.40; H 0.40; H 0.44; H 0.22; H 0.36; H 0.42; H 0.42; H 0.34; H -0.03; H 0.36; H 0.35; H 0.34; H 0.23; H 0.45; H 0.36



The most stable of them is arrangement two.



Arrangement one

An isolated molecule of C5H11N. Source: OMol25; level of theory: ωB97M-V/def2-TZVPD.

Last columns: bonded neighbours and bond lengths (Å).
Cartesian coordinates (Å):
1 C -2.78086 -0.15623 -0.88844  N2 1.256, H7 1.086, H8 1.091
2 N -1.52841 -0.24940 -0.85485  C1 1.256, C3 1.450
3 C -0.89263 -0.27211 0.44787  N2 1.450, C4 1.522, H9 1.093, H10 1.091
4 C 0.47587 -0.93782 0.41189  C3 1.522, C5 1.527, H11 1.094, H12 1.099
5 C 1.58404 -0.16624 -0.30012  C4 1.527, C6 1.515, H13 1.088, H14 1.094
6 C 1.75719 1.25601 0.19113  C5 1.515, H15 1.087, H16 1.095, H17 1.087
7 H -3.29504 -0.12011 -1.84437  C1 1.086
8 H -3.40214 -0.12892 0.00763  C1 1.091
9 H -0.81277 0.75287 0.81817  C3 1.093
10 H -1.50921 -0.76852 1.19912  C3 1.091
11 H 0.38550 -1.92099 -0.05923  C4 1.094
12 H 0.76648 -1.15051 1.45067  C4 1.099
13 H 1.45176 -0.27438 -1.37422  C5 1.088
14 H 2.49655 -0.73161 -0.08668  C5 1.094
15 H 2.55962 1.76248 -0.33933  C6 1.087
16 H 0.86562 1.84481 -0.05041  C6 1.095
17 H 1.87844 1.26067 1.27118  C6 1.087

The total charge is 0. For the HOMO energy, the calculation gives -9.6841 eV. For the HOMO-LUMO gap, the calculation gives 10.88 eV. As for the spin multiplicity: 1.

Formally, the Mulliken partial charges of the atoms, in units of the elementary charge, are as follows: C -0.31; N -0.36; C -0.61; C -0.75; C -0.34; C -1.15; H 0.27; H 0.24; H 0.33; H 0.47; H 0.32; H 0.36; H 0.28; H 0.31; H 0.36; H 0.28; H 0.29



Arrangement two

An isolated molecule of C5H11N. Source: OMol25; level of theory: ωB97M-V/def2-TZVPD.

Last columns: bonded neighbours and bond lengths (Å).
Cartesian coordinates (Å):
1 C 1.98064 -0.66514 -0.11794  N2 1.494, H7 1.084, H8 1.102, H9 1.091
2 N 0.60531 -0.23240 -0.50930  C1 1.494, C3 1.446, C6 1.472
3 C -0.38923 -1.05132 0.14627  N2 1.446, C4 1.531, H10 1.100, H11 1.089
4 C -1.68347 -0.25219 -0.03117  C3 1.531, C5 1.603, H12 1.089, H13 1.098
5 C -1.17949 1.26689 -0.11342  C4 1.603, C6 1.521, H14 1.088, H15 1.087
6 C 0.32640 1.10912 0.02837  N2 1.472, C5 1.521, H16 1.098, H17 1.098
7 H 1.87167 -1.72635 0.07656  C1 1.084
8 H 2.68935 -0.41100 -0.92295  C1 1.102
9 H 2.35929 -0.29646 0.83631  C1 1.091
10 H -0.22854 -1.19367 1.22472  C3 1.100
11 H -0.57646 -2.04551 -0.25603  C3 1.089
12 H -2.04715 -0.52924 -1.01915  C4 1.089
13 H -2.52000 -0.44161 0.65408  C4 1.098
14 H -1.42608 1.48055 -1.15177  C5 1.088
15 H -1.44212 1.98171 0.66251  C5 1.087
16 H 0.77644 1.13757 1.02911  C6 1.098
17 H 0.88344 1.86905 -0.53620  C6 1.098

The total charge is 0. For the HOMO energy, the calculation gives -8.8062 eV. For the HOMO-LUMO gap, the calculation gives 10.02 eV. As for the spin multiplicity: 1.

Formally, the Mulliken partial charges of the atoms, in units of the elementary charge, are as follows: C -0.97; N -0.21; C -0.57; C -0.72; C -0.50; C -0.71; H 0.36; H 0.27; H 0.34; H 0.35; H 0.39; H 0.24; H 0.37; H 0.26; H 0.36; H 0.39; H 0.34



Arrangement three

A cluster of 2 separate species, C5H11N in total. Source: OMol25; level of theory: ωB97M-V/def2-TZVPD.

Last columns: bonded neighbours and bond lengths (Å).
Cartesian coordinates (Å):
1 C -1.49261 -0.40201 -1.60181  C2 1.555, H7 1.077, H8 1.106, H9 1.129
2 C -1.16306 0.40916 -0.31681  C1 1.555, C3 1.503, H10 1.099, H11 1.089
3 C 0.22001 0.06785 0.16085  C2 1.503, C4 1.446, C6 1.507
4 C 1.30035 0.99742 0.40505  C3 1.446, N5 1.285, H12 1.110
5 N 2.41943 0.67356 0.94608  C4 1.285, H14 1.009
6 C 0.46201 -1.29135 0.76596  C3 1.507, H15 1.116, H16 1.101, H17 1.100
7 H -0.99399 0.03493 -2.45108  C1 1.077
8 H -1.43425 -1.48300 -1.37448  C1 1.106
9 H -2.48899 -0.16920 -2.07917  C1 1.129
10 H -1.12776 1.49102 -0.50402  C2 1.099
11 H -1.85362 0.22123 0.50357  C2 1.089
12 H 1.16272 1.99173 -0.06772  C4 1.110
13 H -0.04110 1.17755 1.84147  no bonds
14 H 3.23241 1.20843 0.68143  N5 1.009
15 H -0.40492 -1.80177 1.24899  C6 1.116
16 H 1.14256 -1.07861 1.60543  C6 1.101
17 H 1.06080 -2.04694 0.23628  C6 1.100

The total charge is 0. For the HOMO energy, the calculation gives -7.9917 eV. For the HOMO-LUMO gap, the calculation gives 7.10 eV. As for the spin multiplicity: 1.

Formally, the Mulliken partial charges of the atoms, in units of the elementary charge, are as follows: C -1.16; C -0.44; C 0.20; C -0.26; N -0.64; C -1.17; H 0.35; H 0.30; H 0.35; H 0.32; H 0.36; H 0.38; H 0.14; H 0.22; H 0.32; H 0.43; H 0.31



The most stable of them is arrangement one.



Arrangement one

An isolated molecule of C5H11N. Source: OMol25; level of theory: ωB97M-V/def2-TZVPD.

Last columns: bonded neighbours and bond lengths (Å).
Cartesian coordinates (Å):
1 C 0.38564 -0.41394 -2.70330  C2 1.577, H7 1.083, H8 1.085, H9 1.091
2 C -0.41245 -1.09900 -1.52777  C1 1.577, C3 1.518, H10 1.085, H11 1.084
3 C -0.71800 -0.09267 -0.43261  C2 1.518, C4 1.334, H12 1.085
4 C 0.15253 0.14175 0.55079  C3 1.334, N5 1.405, H13 1.087
5 N -0.07254 1.07249 1.57941  C4 1.405, C6 1.459, H14 0.998
6 C 0.31487 0.71237 2.93902  N5 1.459, H15 1.091, H16 1.092, H17 1.095
7 H 1.38492 -0.82935 -2.74684  C1 1.083
8 H -0.13267 -0.47827 -3.65409  C1 1.085
9 H 0.43241 0.66202 -2.52772  C1 1.091
10 H 0.28353 -1.82601 -1.12236  C2 1.085
11 H -1.35785 -1.54087 -1.82287  C2 1.084
12 H -1.64045 0.47045 -0.52579  C3 1.085
13 H 1.17951 -0.13710 0.33038  C4 1.087
14 H -0.98694 1.47095 1.62210  N5 0.998
15 H -0.37559 1.21441 3.61825  C6 1.091
16 H 1.34396 1.00205 3.16223  C6 1.092
17 H 0.21911 -0.32928 3.26117  C6 1.095

The total charge is 0. For the HOMO energy, the calculation gives -7.8428 eV. For the HOMO-LUMO gap, the calculation gives 9.04 eV. As for the spin multiplicity: 1.

Formally, the Mulliken partial charges of the atoms, in units of the elementary charge, are as follows: C -1.02; C -0.58; C -0.42; C -0.11; N -0.29; C -0.87; H 0.29; H 0.33; H 0.32; H 0.28; H 0.36; H 0.29; H 0.27; H 0.27; H 0.33; H 0.26; H 0.29



Arrangement two

A cluster of 2 separate species, C5H11N in total. Source: OMol25; level of theory: ωB97M-V/def2-TZVPD.

Last columns: bonded neighbours and bond lengths (Å).
Cartesian coordinates (Å):
1 C 1.99613 0.02076 -0.25491  N2 1.301, H7 1.084, H9 1.081
2 N 0.99206 -0.03743 0.56985  C1 1.301, C3 1.455, C4 1.321
3 C 0.70745 -0.09268 1.99551  N2 1.455, C4 1.481, H10 1.092, H11 1.098
4 C -0.23633 -0.39719 0.89580  N2 1.321, C3 1.481, C6 1.488
5 C -1.12611 1.52046 -1.63471  H8 1.094, H12 1.093, H13 1.094, H14 1.092
6 C -0.98361 -1.57905 0.38807  C4 1.488, H15 1.093, H16 1.096, H17 1.103
7 H 1.84223 -0.28620 -1.28258  C1 1.084
8 H -0.04868 1.67912 -1.73448  C5 1.094
9 H 2.93255 0.44103 0.08543  C1 1.081
10 H 0.63692 0.85988 2.52413  C3 1.092
11 H 1.28208 -0.86525 2.52385  C3 1.098
12 H -1.34969 1.27277 -0.59410  C5 1.093
13 H -1.43094 0.69183 -2.28068  C5 1.094
14 H -1.66080 2.42622 -1.92879  C5 1.092
15 H -1.90790 -1.73217 0.95078  C6 1.093
16 H -1.25985 -1.41709 -0.66037  C6 1.096
17 H -0.38550 -2.50500 0.43719  C6 1.103

The total charge is 0. For the HOMO energy, the calculation gives -7.0586 eV. For the HOMO-LUMO gap, the calculation gives 8.04 eV. As for the spin multiplicity: 1.

Formally, the Mulliken partial charges of the atoms, in units of the elementary charge, are as follows: C -0.52; N 0.10; C -0.58; C 0.16; C -0.89; C -1.06; H 0.30; H 0.18; H 0.24; H 0.20; H 0.28; H 0.19; H 0.21; H 0.33; H 0.29; H 0.20; H 0.36



The most stable of them is arrangement one.